(1)
7 unconnected molecules or ions with the total composition C38H43N6O4, computed with ωB97M-V/def2-TZVPD.

The geometry in XYZ format:
```
91
Properties=species:S:1:pos:R:3:forces:R:3:mulliken_charge:R:1
C 3.336615 2.422527 4.605407 -1.137 1.256 1.883 -0.185
C 2.886615 3.736527 2.579407 -2.193 -1.809 1.669 -0.386
H 0.024615 3.463527 4.323407 1.630 -0.111 -0.368 0.164
O -4.197385 0.603527 5.720407 1.853 1.732 3.397 -0.629
C 4.249615 -1.090473 -1.792593 -0.465 -4.235 2.193 -0.540
H -5.313385 -1.597473 1.808407 -2.353 -0.972 -1.767 0.636
H 3.552615 -1.990473 -2.074593 0.983 1.815 0.322 -0.073
C 1.926615 2.617527 4.981407 2.353 -1.216 -0.179 -0.693
H 0.242615 -1.214473 1.384407 -0.030 -0.034 -0.446 0.353
C -3.971385 2.581527 0.624407 6.609 3.615 0.188 -0.694
C -3.199385 -1.301473 2.176407 -1.453 -0.902 -0.470 0.763
C -2.526385 -0.147473 4.225407 0.682 -1.293 -0.327 -0.248
C -2.175385 3.810527 -0.326593 -3.306 -2.725 5.514 -0.379
C 1.271615 -1.478473 1.590407 0.315 -1.023 0.055 0.087
H 2.908615 -4.806473 -3.004593 -2.369 2.645 -1.338 0.267
C -1.543385 3.994527 0.922407 -0.812 -0.044 -0.212 -0.253
H -1.754385 1.134527 -1.254593 -1.621 4.018 -0.290 0.623
C -3.874385 -0.125473 4.644407 2.212 0.368 -1.293 0.595
H -1.078385 -2.551473 -4.113593 3.242 -1.296 -0.100 0.078
H -4.013385 -2.540473 -5.536593 -0.661 -0.029 0.780 0.400
H -1.618385 -0.310473 -1.939593 0.739 -0.465 -1.244 0.381
C 1.696615 -2.834473 1.422407 -2.224 1.796 0.668 -0.768
H -4.549385 -0.807473 -3.652593 -2.872 -0.811 2.562 0.622
H -1.774385 1.784527 -5.418593 -0.055 0.439 0.770 0.420
C -2.198385 3.529527 2.013407 0.190 -1.440 5.119 0.159
O 1.583615 0.725527 2.435407 -3.156 -1.785 -5.053 -0.035
H 0.103615 2.115527 0.251407 1.226 -0.500 -1.034 0.505
C -3.772385 -0.721473 -4.270593 2.622 1.968 -1.823 -0.509
H -3.306385 1.241527 -3.498593 -0.626 1.378 1.977 0.826
C -3.046385 0.525527 -4.185593 -2.133 -3.146 -0.182 -0.535
H -1.578385 4.125527 -1.016593 2.462 1.785 -5.409 0.663
C -2.177385 -0.843473 3.054407 -6.037 1.530 1.265 -1.093
C -1.999385 -0.143473 -6.301593 -4.836 -0.947 7.911 -0.454
C 3.756615 3.072527 3.426407 1.767 -1.922 1.014 -0.209
H -0.568385 4.436527 1.070407 -0.021 0.325 -0.372 0.411
H -1.675385 3.694527 3.206407 -1.777 -0.553 -3.950 -0.035
C -4.612385 -1.265473 2.451407 6.232 2.609 6.043 -1.128
N 1.584615 3.780527 2.918407 -0.224 1.004 0.109 -0.320
C 2.850615 -3.311473 2.014407 -2.630 -2.758 -2.168 0.627
H 1.482615 2.057527 5.821407 0.387 0.685 -0.272 0.352
C 3.664615 -2.456473 2.578407 4.911 6.959 4.475 -0.617
C 3.731615 0.224527 -2.194593 -0.259 0.805 1.356 -0.596
C 2.033615 -0.509473 2.236407 4.838 -2.380 1.943 0.078
C 0.830615 -3.712473 -3.429593 1.775 0.244 0.120 -0.383
H -1.256385 -1.178473 3.016407 4.613 -1.158 -1.117 0.897
C 1.182615 -0.052473 -1.889593 1.482 -0.379 -2.455 0.034
C 0.779615 -2.261473 -5.377593 1.204 -2.066 3.939 -0.044
H 4.124615 1.967527 5.381407 -2.033 0.735 -2.155 0.328
N -3.335385 3.135527 -0.500593 -0.034 -0.162 1.124 -0.569
H 3.707615 0.250527 -3.245593 -0.350 0.215 -1.432 0.347
C -3.360385 2.706527 1.896407 -1.450 -0.035 -0.194 -0.069
H 4.439615 0.984527 -1.874593 -0.185 0.322 0.052 0.285
H 0.209615 -1.508473 -5.847593 0.082 0.584 -1.208 0.273
H -3.927385 2.143527 2.729407 1.434 1.267 -1.030 0.216
H 2.949615 2.112527 -0.133593 -0.563 0.022 -0.674 0.316
H 0.974615 -0.771473 -2.853593 0.682 1.638 2.938 -0.096
H -4.748385 1.975527 0.496407 -3.310 -2.115 -0.833 0.635
C 3.379615 -0.964473 2.774407 -3.255 -2.836 -2.454 -0.643
N 0.215615 0.529527 -1.157593 0.932 0.147 -1.037 0.699
N -2.615385 -1.366473 -6.191593 3.279 2.783 -4.066 -0.519
C 1.134615 3.336527 4.108407 -0.704 -0.097 -0.575 0.109
H -1.489385 0.366527 -6.988593 2.385 0.193 -3.748 0.521
C -3.552385 -1.588473 -5.315593 0.266 0.015 1.275 -0.487
H 4.511615 -1.349473 -0.637593 -0.576 1.273 -2.667 0.189
H -3.347385 0.973527 6.322407 -3.306 -1.874 -2.886 0.362
H 4.094615 -0.313473 3.311407 -0.625 -0.532 -0.446 0.380
H 1.875615 1.167527 3.140407 2.251 2.338 4.490 0.352
C 0.764615 1.584527 -0.495593 0.983 1.051 2.037 -0.507
H 0.904615 -3.539473 1.112407 0.678 0.347 -0.191 0.238
H 0.473615 -4.151473 -2.559593 -1.259 -0.667 1.368 0.489
C 2.149615 1.653527 -0.726593 -1.733 -2.198 -0.434 -0.627
C 2.220615 -3.953473 -3.609593 1.218 -2.150 -1.511 -0.178
H 2.737615 -2.103473 -6.169593 1.314 0.936 -1.794 0.498
C -1.231385 0.296527 -1.148593 2.983 -0.751 -4.266 -1.738
N 2.414615 0.596527 -1.649593 -3.411 0.037 0.965 0.418
O 3.087615 -4.657473 1.980407 10.102 7.066 3.239 -0.523
N 2.854615 -3.495473 -4.719593 -1.166 1.219 1.413 -0.530
C -2.245385 0.844527 -5.177593 2.598 -1.766 -5.411 -0.260
C -4.823385 -0.736473 3.847407 -3.021 0.074 -2.767 -0.400
H 3.058615 3.960527 1.559407 0.706 0.693 -0.653 0.560
C 2.174615 -2.569473 -5.448593 -2.325 -1.116 0.851 -0.436
H 4.674615 -2.622473 3.154407 -2.141 -0.713 -1.521 0.236
H -1.680385 0.197527 4.884407 -1.128 -0.253 -0.602 0.225
C 0.101615 -2.878473 -4.251593 -1.725 1.755 -1.660 -0.025
H 5.120615 -1.249473 -2.416593 0.446 -0.199 0.207 0.413
H 2.469615 -5.165473 1.784407 -9.112 -6.551 -2.878 0.244
H 4.792615 2.777527 3.185407 -0.440 0.953 -0.343 0.327
H -2.881385 -2.489473 0.583407 -2.820 -11.073 -4.221 0.149
H -1.617385 -0.190473 -0.411593 -1.307 -2.846 5.581 0.796
H -5.913385 -0.558473 4.115407 1.499 -0.470 -0.036 0.280
O -2.748385 -1.763473 0.938407 3.062 11.764 4.751 -0.413
```
Forces are in eV/Å.

For the HOMO energy, the calculation gives -10.56 eV. Its total charge is +1. The LUMO energy is -2.4 eV.

***

(2)
A molecular structure, C38H44BCrN8O2S7, computed with ωB97M-V/def2-TZVPD.

The geometry in XYZ format:
```
101
Properties=species:S:1:pos:R:3:forces:R:3:mulliken_charge:R:1
H 2.763000 -8.611500 0.261800 0.057 -0.038 -0.076 0.375
C 2.529100 -5.961300 -0.234900 -0.396 -0.237 -0.028 -1.465
S 1.239000 -3.282100 0.173600 -0.046 0.104 0.173 -0.173
H 0.381100 -2.639400 -4.065000 0.061 -0.031 -0.102 0.490
C 6.310400 -1.279900 -2.721500 -0.067 0.088 -0.091 -0.075
C -1.471700 -2.872400 2.274200 0.132 0.165 0.198 0.752
C 2.586200 -8.044000 1.165700 -0.028 0.030 -0.045 -0.523
C 2.490400 1.032900 1.340700 1.975 0.245 1.314 -0.421
H 2.157200 -8.499200 4.487200 0.000 -0.018 0.033 0.394
Cr -0.218800 0.440800 0.064100 -1.254 1.377 -0.740 0.874
C 0.161700 -0.928400 -2.675100 -0.062 -0.265 -0.231 0.721
H -1.949200 -4.738500 1.368800 -0.002 -0.109 -0.054 0.216
H -0.922600 -4.788200 -3.092800 -0.017 -0.028 -0.011 0.403
H 2.100900 -4.876900 2.225600 -0.033 0.121 -0.043 0.413
C -0.021800 4.604000 0.357800 -0.032 -0.091 -0.007 0.120
C 4.780100 -4.928800 -0.418900 0.544 0.115 -0.026 -0.768
H 0.298200 0.864000 -3.815500 0.058 -0.014 0.035 0.374
H 8.484300 -2.426000 -0.406400 0.049 0.019 0.099 0.412
C -5.235200 -1.668000 0.010400 0.109 -0.052 -0.060 -1.405
C 2.239100 -7.984800 3.539600 -0.029 -0.112 0.079 -0.411
C -0.036600 -2.217000 -3.171000 -0.129 0.124 0.208 -1.374
C -2.210700 -4.159700 2.250500 -0.096 0.084 -0.128 -1.439
H -3.285600 -3.977100 2.238100 -0.067 -0.106 -0.013 0.224
H -2.897500 3.385300 0.084900 0.077 0.036 0.036 0.228
N -2.260100 0.401600 0.130700 0.096 0.566 0.400 0.717
C 6.810200 -1.614100 -1.467700 0.062 -0.050 0.127 0.719
C -3.154700 1.314500 0.513100 -0.286 -0.050 0.072 0.308
H 0.192800 0.989300 3.130200 0.058 -0.029 0.093 0.135
H 6.574300 -3.875300 0.140300 -0.066 -0.023 -0.011 0.444
H -3.429200 3.031500 1.727600 -0.023 -0.018 0.046 0.426
H 8.979600 -2.092900 -4.632100 0.022 -0.019 -0.060 0.381
H 5.371800 -0.524400 -0.285500 0.143 -0.131 0.103 0.516
H 5.026800 -4.862500 -1.488100 0.037 -0.083 0.094 0.325
H 2.604300 -9.772600 2.424700 -0.009 -0.088 -0.010 0.388
N 3.357400 -4.778400 -0.221100 0.100 0.470 -0.099 0.623
S 1.012300 3.834500 1.553700 -0.068 0.525 -0.077 -0.107
C -1.366000 6.520400 -0.814000 0.113 -0.204 0.054 0.104
H 1.534000 0.694300 -2.563000 0.020 0.075 -0.151 0.364
H -1.746100 2.719100 1.263100 -0.141 0.134 -0.037 -0.085
C -2.783800 2.693100 0.919800 0.157 -0.032 -0.087 -1.095
N 5.012100 -2.542100 -0.109500 -0.352 -0.136 0.193 0.332
H 2.451900 1.592500 2.313700 -0.034 -0.256 -0.428 0.559
H -0.792600 -2.609400 4.357700 0.003 -0.099 0.154 0.572
C 8.367700 -1.968500 -3.750100 0.072 -0.060 -0.048 -0.349
S -0.458700 6.280100 0.651900 -0.182 -0.309 -0.458 -0.109
N -0.611500 -0.986000 1.544000 0.368 0.460 -0.335 2.277
H -5.349600 1.209800 0.763900 -0.261 0.121 0.075 0.532
C -0.869600 -2.845600 -2.261800 0.073 0.401 -0.025 0.859
S 3.109400 -1.114800 -1.261200 0.133 -0.350 -0.210 -0.190
C -0.334200 -1.059500 2.845000 -0.206 -0.170 -0.017 0.093
H 2.719500 3.718200 -0.139900 0.088 -0.006 -0.038 0.176
C -1.361000 -4.246300 -2.258400 -0.118 0.097 0.055 -1.433
H 1.637700 -0.278700 -4.041400 0.007 0.008 0.029 0.359
H -2.445300 -4.282500 -2.337900 -0.099 -0.073 -0.034 0.294
H 2.918100 -6.643200 -0.997500 0.013 0.033 0.042 0.495
C 8.086700 -2.152800 -1.375100 -0.014 0.060 0.034 -0.245
H 1.397800 -0.169200 3.719500 0.073 0.052 0.018 0.207
H -2.808600 -3.013500 -0.221800 -0.211 -0.314 0.010 -0.148
H -1.965900 -4.735200 3.138300 -0.007 -0.056 0.041 0.425
H 9.853400 -2.747800 -2.421200 0.115 -0.012 0.005 0.383
C -4.230000 -0.588000 0.159900 0.216 0.321 0.028 1.031
H 5.340600 -3.950600 1.419200 0.057 0.014 -0.073 0.289
C -4.424700 0.733000 0.520300 0.374 -0.084 -0.057 -1.589
N -1.323100 -2.073200 1.203500 -0.154 -0.801 0.394 0.289
C 2.097600 -6.608800 3.478000 0.020 0.059 -0.005 -0.891
C 2.828300 -3.542700 -0.176200 -1.030 -1.086 0.421 -0.442
C -0.850500 -2.257800 3.346400 0.045 0.075 -0.232 -1.478
H -1.072800 -4.729900 -1.328200 0.027 -0.145 0.079 0.148
S -0.197300 2.444100 -1.402000 -0.072 -1.144 -0.215 -0.306
H -4.989400 -2.519100 0.641600 -0.073 -0.081 0.035 0.207
H 1.896400 -6.045700 4.377700 0.007 0.061 0.069 0.427
O 3.560000 0.671300 0.896100 -0.232 0.329 0.286 -0.545
N -0.515400 -0.794600 -1.529100 0.779 0.453 0.413 0.350
B -2.110400 -2.070500 -0.124500 0.431 0.465 0.152 -0.198
C 3.719600 -2.413900 -0.458600 0.572 1.180 -0.750 -0.358
C 2.484300 -8.700000 2.380800 0.019 -0.144 0.061 -0.603
C 5.955800 -1.447400 -0.236600 0.065 0.316 -0.129 -1.612
H 5.084700 -5.907000 -0.041100 -0.014 0.065 -0.016 0.454
C 0.330000 0.023200 3.618400 0.094 0.075 -0.156 -1.575
H -0.101400 0.066900 4.617000 0.017 0.025 0.016 0.468
C 2.614500 4.262700 0.795000 -0.345 -0.065 0.043 -0.843
N -1.150700 -1.955600 -1.293800 -0.192 -0.936 -0.492 0.493
O 1.347300 0.866000 0.823000 -1.111 -0.786 -0.646 -0.692
H -5.258900 -2.009300 -1.023000 -0.101 -0.098 -0.043 0.275
H 5.309400 -0.882400 -2.803100 -0.025 0.053 0.034 0.433
H 1.518600 -5.641800 -0.525200 0.273 -0.088 -0.030 0.174
C 2.452100 -6.664900 1.096800 0.072 0.001 -0.036 0.951
C 7.086000 -1.452400 -3.853700 0.006 -0.018 -0.048 -0.859
S -2.070900 7.935500 -1.215500 -0.086 0.080 -0.070 -0.233
H 6.688100 -1.183200 -4.821300 -0.023 0.042 -0.072 0.399
C 5.503200 -3.822200 0.339800 -0.047 -0.533 0.133 -0.745
H 6.575300 -1.432200 0.665300 -0.020 0.002 -0.051 0.523
C 0.955200 0.152700 -3.310400 0.047 0.105 0.078 -1.782
H 2.629100 5.336500 0.626500 0.108 0.000 -0.032 0.426
H -6.213100 -1.283200 0.284000 -0.075 -0.057 -0.005 0.382
H 3.401200 3.984500 1.488800 0.079 -0.054 0.046 0.377
C 2.211100 -5.949500 2.265800 0.052 0.002 0.060 0.040
S -1.447000 5.076900 -1.806000 0.220 0.145 0.453 -0.010
C 8.862600 -2.328000 -2.508700 0.096 -0.062 -0.039 -0.742
N -2.915600 -0.761700 -0.061500 -0.591 -0.228 -0.216 0.446
C -0.473100 4.020200 -0.777500 0.037 0.701 0.572 -0.276
```
Forces are in eV/Å.

For the HOMO energy (spin up / spin down), the calculation gives -7.33 / -7.36 eV. The spin multiplicity is 2. Its total charge is 0. The LUMO energy (spin up / spin down) is -1.2 / -0.7 eV. As for the expectation value of S²: 0.7627.